Version P
The following is a DFT calculation (ωB97M-V/def2-TZVPD) of 2 unconnected molecules or ions with the total composition C3H10N2O.

The geometry in XYZ format:
```
16
Properties=species:S:1:pos:R:3:lowdin_charge:R:1
C 0.40169 0.24495 -1.42519 -0.2787
C 1.08163 1.46499 -1.23959 0.0164
N -1.03103 0.14607 -1.64402 -0.0045
H 0.83175 -0.70021 -1.45607 0.0591
H 2.16312 1.48263 -1.16226 0.0409
H 0.54723 2.40985 -1.07432 0.0549
H -1.31282 0.00928 0.53125 0.0851
H -1.25289 1.16691 -1.43030 0.0995
H -1.10050 0.05871 -2.64494 0.0722
N 0.78940 -1.17526 1.30163 0.0074
C -0.48481 -0.93817 2.08587 -0.2933
O -1.23709 0.15695 1.55999 -0.1415
H 0.70299 -1.61279 0.38690 0.0357
H 1.25012 -0.31203 1.06830 0.0355
H -1.16473 -1.76065 2.02702 0.0946
H -0.18407 -0.64122 3.11573 0.1167
```

The spin multiplicity is 1. Its LUMO energy is 0.9 eV. As for the structure (SMILES): C=CN.NCO. The calculation puts the HOMO energy at -0.337 Ha. The calculation puts the frontier orbital gap at 10.06 eV.

=====

Version Q
The following is a DFT calculation (ωB97M-V/def2-TZVPD) of C3H10N2O in the gas phase.

The geometry in XYZ format:
```
16
Properties=species:S:1:pos:R:3:lowdin_charge:R:1
C -0.03755 -0.72524 -0.83031 -0.2249
C -0.97821 1.46193 0.36479 -0.0402
C 2.19139 -0.51358 0.04948 -0.2182
N -1.09191 0.00053 0.27224 -0.2065
N 0.87896 -1.12188 0.12616 -0.2053
O -2.51427 -0.28175 0.31773 -0.0218
H -2.56651 -1.24896 0.29739 0.1022
H -0.33808 -0.52446 0.97448 0.1661
H -0.67758 -1.49297 -1.29280 0.0968
H 0.25467 0.03126 -1.57492 0.1094
H -1.40914 1.79556 1.30762 0.0920
H 0.07912 1.72006 0.33439 0.0853
H -1.49942 1.92611 -0.47179 0.0948
H 2.72048 -0.67532 0.99219 0.0593
H 2.82123 -0.93313 -0.74930 0.0590
H 2.16681 0.58183 -0.11735 0.0520
```

The spin multiplicity is 1. Its LUMO energy is 0.8 eV. The calculation puts the HOMO energy at -0.271 Ha. The calculation puts the frontier orbital gap at 8.16 eV.

=====

Version R
The following is a DFT calculation (ωB97M-V/def2-TZVPD) of 2 unconnected molecules or ions with the total composition C3H10N2O.

The geometry in XYZ format:
```
16
Properties=species:S:1:pos:R:3:lowdin_charge:R:1
C 1.16122 -0.51387 -2.46704 -0.3009
C 1.72553 -1.53488 -1.83494 -0.0326
N 1.23442 0.84753 -2.05830 0.0131
H 0.91708 -0.51207 -3.52388 0.1009
H 1.46657 -2.50356 -2.24736 0.0408
H 2.44160 -1.44511 -1.03505 0.0486
H -1.54622 1.35220 0.48906 0.0765
H 0.38251 1.28921 -2.38070 0.0663
H 1.26131 0.92074 -1.04972 0.0671
N -0.46405 -0.07823 2.75106 0.0106
C -1.62263 0.62001 2.24398 -0.3487
O -1.64736 0.45158 0.82225 -0.0755
H -0.10966 -0.66256 2.00527 0.0635
H -0.59193 -0.65702 3.56441 0.0605
H -2.57956 0.30217 2.62937 0.1042
H -1.49719 1.68496 2.46595 0.1056
```

The spin multiplicity is 1. Its LUMO energy is 0.8 eV. As for the structure (SMILES): C=CN.NCO. The calculation puts the HOMO energy at -0.309 Ha. The calculation puts the frontier orbital gap at 9.17 eV.

=====

Stability ranking, top entry: version R; the second entry is 29.5 kJ/mol less favorable.

=====

Version P
The following is a DFT calculation (ωB97M-V/def2-TZVPD) of 3 unconnected molecules or ions with the total composition C3H10N2O.

The geometry in XYZ format:
```
16
Properties=species:S:1:pos:R:3:lowdin_charge:R:1
C 1.47449 -1.55540 1.73140 -0.0725
C -0.68503 -1.50806 0.66193 -0.1400
N 0.44899 -2.09597 0.67591 -0.0769
H 1.27620 -1.88077 2.69983 0.0403
H 2.44260 -1.73547 1.29857 0.0586
H 1.24537 -0.49067 1.55499 0.0636
H -1.26622 -1.38728 1.60964 0.0849
H -1.13937 -1.26873 -0.27949 0.0592
H 1.51991 1.14692 -3.84861 -0.0185
N 1.02701 1.48297 -3.04313 -0.0107
C -2.03449 1.51758 0.61122 -0.0953
O -2.63295 1.32602 -0.44451 -0.0195
H 1.03840 0.85087 -2.19391 0.0402
H 0.99675 2.47328 -3.19617 -0.0083
H -2.20739 2.43493 1.09509 0.0630
H -1.50426 0.68979 1.06724 0.0319
```

The spin multiplicity is 1. Its LUMO energy is 0.4 eV. As for the structure (SMILES): C=NC.C=O.N. The calculation puts the HOMO energy at -0.332 Ha. The calculation puts the frontier orbital gap at 9.39 eV.

=====

Version Q
The following is a DFT calculation (ωB97M-V/def2-TZVPD) of 2 unconnected molecules or ions with the total composition C3H10N2O.

The geometry in XYZ format:
```
16
Properties=species:S:1:pos:R:3:lowdin_charge:R:1
C -2.58103 -1.40054 -0.60943 -0.1160
C -1.44735 -0.46355 -0.19585 -0.3603
N -0.26476 -1.17789 0.27425 -0.0157
H -2.14208 -2.21465 -1.18935 0.0660
H -3.38010 -0.85009 -1.10132 0.0653
H -3.03805 -1.87717 0.26620 0.0683
H -1.80607 0.17319 0.61851 0.0947
H -1.23240 0.13584 -1.06481 0.0902
H 0.55812 -0.73216 -0.12255 0.0166
H -0.23037 -2.13199 -0.06731 0.0545
C 2.86906 1.18342 0.41197 -0.3959
N 2.40022 2.47235 0.52048 0.1107
O 2.34648 0.35183 -0.28824 0.0052
H 3.80704 1.00142 0.96009 0.1269
H 1.42610 2.53968 0.26195 0.1007
H 2.71518 2.99032 1.32542 0.0888
```

The spin multiplicity is 1. Its LUMO energy is 0.9 eV. As for the structure (SMILES): NC=O.CCN. The calculation puts the HOMO energy at -0.323 Ha. The calculation puts the frontier orbital gap at 9.70 eV.

=====

Version R
The following is a DFT calculation (ωB97M-V/def2-TZVPD) of 2 unconnected molecules or ions with the total composition C3H10N2O.

The geometry in XYZ format:
```
16
Properties=species:S:1:pos:R:3:lowdin_charge:R:1
C 2.51021 -0.60532 1.18686 -0.3823
O 3.12655 -1.43727 2.04450 0.0073
C 3.08399 -0.87737 -0.16115 -0.0959
H 1.40034 -0.67804 1.08802 0.1164
H 2.80575 0.42529 1.54497 0.1275
H 2.68938 -0.44683 -1.07966 0.0736
H 4.06887 -0.38932 -0.03663 0.0865
H 3.10594 -1.88085 -0.48321 0.0608
N -3.80714 1.92524 -0.74223 0.0361
C -3.31754 0.69590 -0.88700 -0.4800
N -4.06893 -0.24810 -1.23308 0.0101
H -4.82313 1.79923 -0.50826 0.1160
H -3.32002 2.81955 -1.05553 0.1300
H -2.36088 0.84458 -0.30893 0.1085
H 3.06475 -1.48750 2.89933 0.0060
H -4.15814 -0.45918 -2.26798 0.0794
```

The spin multiplicity is 1. Its LUMO energy is 0.8 eV. As for the structure (SMILES): [H]/N=C/N.CCO. The calculation puts the HOMO energy at -0.304 Ha. The calculation puts the frontier orbital gap at 9.10 eV.

=====

Stability ranking, top entry: version Q; the second entry is 376.7 kJ/mol less favorable.

=====

Version P
The following is a DFT calculation (ωB97M-V/def2-TZVPD) of 2 unconnected molecules or ions with the total composition C5H10NS.

The geometry in XYZ format:
```
17
Properties=species:S:1:pos:R:3:lowdin_charge:R:1
C -1.44916 0.15705 -0.54866 -0.0715
C -1.44662 -0.87737 -1.32668 0.0686
C -1.33797 1.04767 0.47118 -0.1820
C 2.73297 -0.20351 -0.17388 -0.6175
C -1.60595 0.51336 1.90083 -0.0405
N 2.33588 -0.55506 -1.39242 0.0850
S 1.77399 0.29604 1.02101 0.8986
H -2.29670 -1.47761 -1.56972 0.0838
H -0.54934 -1.28357 -1.81689 0.0665
H -1.62143 2.00052 0.17147 0.1017
H 3.81570 -0.31073 0.04461 0.1114
H -2.53032 0.81558 2.21241 0.0582
H -0.93150 1.09155 2.60066 0.1073
H -1.39264 -0.46594 1.94210 0.0432
H 2.90971 -0.66587 -2.21552 0.1295
H 1.34473 -0.70118 -1.69970 0.1081
H 0.24868 0.61906 0.37921 0.0494
```

The spin multiplicity is 1. Its LUMO energy is -4.2 eV. The calculation puts the HOMO energy at -0.504 Ha. The calculation puts the frontier orbital gap at 9.46 eV. The net charge is +1.

=====

Version Q
The following is a DFT calculation (ωB97M-V/def2-TZVPD) of a gas-phase ion, C5H10NS (charge +1).

The geometry in XYZ format:
```
17
Properties=species:S:1:pos:R:3:lowdin_charge:R:1
C 1.82378 0.89454 0.63405 -0.2972
C 1.12797 0.52440 -0.55751 -0.5515
C 0.20158 -0.35898 0.22206 -0.3048
C 0.45800 -1.77223 0.59108 -0.0490
C -1.62003 0.90266 -0.86748 0.0394
N -1.10714 0.18196 0.39061 0.0652
S 2.84723 -0.10810 -0.36613 0.9805
H 1.94949 1.65551 1.36115 0.0873
H 0.98704 1.10468 -1.44868 0.1018
H 1.26053 -2.15900 -0.05248 0.0735
H -0.39729 -2.39053 0.33156 0.0960
H 0.72108 -2.01212 1.55480 0.0662
H -1.49976 1.99655 -0.76521 0.1243
H -1.14246 0.58363 -1.77437 0.1018
H -2.64318 0.76380 -0.95446 0.0768
H -1.73979 -0.62734 0.50155 0.1858
H -1.22708 0.82058 1.19946 0.2039
```

The spin multiplicity is 1. Its LUMO energy (alpha / beta) is -3.9 / -3.9 eV. The calculation puts the HOMO energy (alpha / beta) at -0.436 / -0.436 Ha. The calculation puts the frontier orbital gap (alpha / beta) at 7.98 / 7.98 eV. The net charge is +1.

=====

Stability ranking, top entry: version P; the second entry is 87.1 kJ/mol less favorable.